No. 1
A 12-piece molecular cluster, C7H33O12 overall at a distorted geometry, computed with ωB97M-V/def2-TZVPD.

```
52
Properties=species:S:1:pos:R:3:mulliken_charge:R:1
O -2.02719 4.00627 0.32981 -0.775
O -2.49515 -1.05008 -2.36211 -0.826
O -0.06763 4.67558 2.09656 -0.676
O -3.18327 0.41410 2.91595 -0.771
O 1.28084 -2.41660 -0.57146 -0.592
O -1.22687 -2.31214 -0.38893 -1.004
O -3.69335 1.94036 0.68664 -0.813
O 2.94099 -2.15510 1.56246 -0.913
O 3.24248 -0.74062 -1.50474 -0.704
O 4.20078 0.27398 1.20299 -0.767
O -2.99935 -0.74223 0.47830 -0.865
O -0.69334 0.01724 -4.10140 -0.644
C 0.57973 -1.30178 1.84768 0.296
C 0.97432 -1.53740 3.09782 -1.297
C 0.68648 0.02377 -0.20543 0.734
C 1.23742 1.08124 -1.11375 -0.662
C 0.33235 1.34109 -2.31051 -0.678
C 0.48050 0.21757 -3.33390 -0.334
C 1.17244 -0.27848 0.99911 -0.779
H 2.05878 0.24749 1.34209 0.825
H -2.77512 -0.38159 -1.72661 0.358
H 1.47539 2.00082 -0.55423 0.404
H -2.00205 -1.66671 -1.76446 0.435
H 0.56894 2.29987 -2.79562 0.390
H -1.46560 -3.22417 -0.19789 0.088
H -0.18582 -0.53390 -0.55598 -0.030
H -2.59522 3.21549 0.53177 0.483
H -3.39274 1.07485 0.33570 0.414
H 1.25398 0.42557 -4.07610 0.359
H 0.53548 -2.30471 3.72819 0.320
H -1.39454 -0.38346 -3.54889 0.422
H -2.21247 -1.42293 0.21884 0.257
H 3.94522 -1.36165 -1.28654 0.364
H 2.36966 -1.94695 2.31035 0.426
H 2.31293 -2.19591 0.80175 0.541
H -1.68995 3.81969 -0.55172 0.281
H -0.71981 1.39281 -2.01245 0.223
H -2.29690 0.60986 3.24020 0.316
H -0.81655 4.38702 1.52626 0.431
H 1.74180 -0.97678 3.61943 0.380
H -3.05661 -0.09477 2.07602 0.525
H -0.20697 -1.90413 1.39436 0.145
H 2.23173 0.77631 -1.46286 0.392
H 0.68815 -0.72271 -2.80604 0.118
H 0.25052 -2.28408 -0.41986 -0.076
H 0.60103 4.00649 1.94209 0.295
H -3.77530 -1.28888 0.30943 0.242
H 2.43076 -1.22126 -1.22748 0.221
H 3.86538 -0.60350 1.47608 0.477
H 3.92400 0.32734 0.27891 0.349
H 1.30525 -3.21808 -1.10340 0.237
H -3.71555 1.69581 1.63358 0.457
```

## Properties
**Multiplicity**: 1
**Total energy**: -1189.43086 Ha
**Lowest unoccupied orbital energy**: 2.51 eV
**Energy relative to the best compared isomer or geometry (same formula, charge and spin)**: 37.4 kcal/mol
**Net charge**: -1
**HOMO-LUMO gap**: 0.3080 hartree
**HOMO**: -5.88 eV

---

No. 2
C19H13Br2Cl3F6N5O5S2SiW as an isolated structure, computed with ωB97M-V/def2-TZVPD.

```
57
Properties=species:S:1:pos:R:3:mulliken_charge:R:1
W -0.27385 0.41226 0.10222 0.065
Br 6.32894 0.22079 -1.40364 0.022
Br 4.49235 0.09590 4.50302 0.015
Cl -0.69181 6.21690 -0.15617 -0.108
Cl -0.43772 3.70071 -2.40326 -0.093
Cl -3.12822 3.90301 -0.49568 -0.120
S -0.97996 -2.56314 -1.11066 1.041
S -0.73729 -0.62925 -3.03141 0.903
Si -1.18682 4.38369 -0.67796 0.525
F 0.75524 -1.16942 -5.07590 -0.140
F -0.52304 -4.99173 -1.88568 -0.133
F 0.68923 0.92370 -4.50470 -0.163
F -0.32998 -4.63938 0.24825 -0.167
F 1.21429 -3.94836 -1.10753 -0.158
F 1.83909 -0.48579 -3.32473 -0.128
O -0.51988 0.37890 -1.88666 -0.647
O -0.29099 -1.70780 -0.06607 -0.534
O -2.37077 -2.71523 -0.88119 -0.601
O -0.37053 3.37958 0.52221 -0.299
O -1.91577 -0.33544 -3.75217 -0.529
N -0.33280 2.12443 0.30606 1.121
N -2.53895 0.26675 0.06658 0.552
N -0.97528 0.01070 1.98379 0.199
N 1.83249 0.33894 -0.27687 0.839
N -0.50982 -2.07139 -2.51830 -0.425
C 2.51871 -0.83292 -0.32319 -0.185
C -3.13000 -0.10008 1.24428 0.664
C 2.52000 1.47630 -0.55991 -0.402
C 0.78191 1.24233 3.18281 -0.295
C 3.84930 1.48055 -0.89456 -0.625
C 3.84853 -0.90482 -0.64609 -0.744
C 1.05723 -1.13656 2.62912 0.021
C 2.31270 -1.11726 3.18999 -0.685
C -4.72038 0.31656 -0.90738 -1.190
C -2.17955 -0.21925 2.33389 -0.136
C 2.03373 1.24621 3.74136 -0.698
C -5.30512 -0.08414 0.27289 -0.615
C -4.48405 -0.28435 1.38730 -0.865
C -0.07969 -4.18781 -0.96280 0.581
C -3.33469 0.48468 -0.97462 0.042
C 0.76573 -0.31975 -4.08853 0.596
C 4.54056 0.26991 -0.94578 -0.170
C 0.28951 0.04796 2.61431 -0.468
C 2.80537 0.07138 3.74127 0.018
H -5.31045 0.50080 -1.79494 0.562
H 0.17050 2.13695 3.18678 0.589
H -4.89563 -0.57707 2.34454 0.568
H -2.87446 0.79359 -1.90093 0.609
H 1.96987 2.40350 -0.51749 0.402
H -6.37420 -0.23449 0.34389 0.505
H 4.34524 -1.86468 -0.67131 0.603
H 2.42762 2.14496 4.19602 0.514
H 0.64314 -2.05168 2.22776 0.634
H 4.34574 2.41558 -1.11327 0.542
H 2.91121 -2.01721 3.22969 0.577
H -2.45309 -0.46902 3.35574 0.642
H 1.96654 -1.72947 -0.09442 0.374
```

## Properties
**Multiplicity**: 1
**Total energy**: -9661.78234 Ha
**Lowest unoccupied orbital energy (spin up / spin down)**: -11.03 / -11.03 eV
**Energy relative to the best compared isomer or geometry (same formula, charge and spin)**: 0.0 kcal/mol
**Net charge**: +3
**HOMO-LUMO gap (spin up / spin down)**: 0.2394 / 0.2394 hartree
**HOMO (spin up / spin down)**: -17.54 / -17.54 eV

---

No. 3
An isolated ion of composition C3H8ClN5 and charge +2 at a distorted geometry, computed with ωB97M-V/def2-TZVPD.

```
17
Properties=species:S:1:pos:R:3:mulliken_charge:R:1
Cl 3.28013 -1.01549 0.09395 0.011
N -1.18107 -1.58259 1.58003 -0.502
N -0.53028 -1.13328 0.46481 0.524
N -0.15341 2.14384 -1.27617 -0.298
N 0.87330 -1.36284 0.51764 -0.667
N 1.31692 0.46918 -0.92863 -0.144
C -0.86922 0.26589 0.20225 -0.564
C 1.73619 -0.58201 -0.07907 0.387
C 0.18572 1.06684 -0.69468 0.536
H -1.11821 2.29612 -1.02211 0.260
H -1.80265 0.39299 -0.34762 0.452
H -0.76338 -1.80947 -0.38630 0.483
H -0.99524 -1.00804 2.36683 0.254
H -0.82277 0.63524 1.16029 0.361
H -1.62780 -2.50017 1.64649 0.257
H 0.49697 2.89641 -1.66377 0.342
H 1.97480 0.82739 -1.63391 0.307
```

## Properties
**SMILES**: N[N@H+]1CC(=[NH2+])NC(Cl)=N1
**Multiplicity**: 1
**Total energy**: -852.32356 Ha
**Lowest unoccupied orbital energy**: -8.87 eV
**Energy relative to the best compared isomer or geometry (same formula, charge and spin)**: 11.6 kcal/mol
**Net charge**: +2
**HOMO-LUMO gap**: 0.3709 hartree
**HOMO**: -18.96 eV

---

No. 4
A 2-piece molecular cluster, C3H3BrO2 overall at a distorted geometry, computed with ωB97M-V/def2-TZVPD.

```
9
Properties=species:S:1:pos:R:3:mulliken_charge:R:1
Br 0.60420 2.14255 -0.89383 -0.403
O -1.41620 -0.19745 0.60846 -0.284
O 2.12477 -0.45903 0.48645 -0.443
C -1.07940 -0.74084 -0.68481 0.084
C -0.19801 -0.16906 0.36212 0.371
C 1.15861 0.17042 0.85887 -0.275
H -1.41200 -0.08561 -1.47082 0.240
H 1.26339 1.11183 1.37479 0.450
H -1.04535 -1.77280 -0.64123 0.260
```

## Properties
**Multiplicity**: 1
**Total energy**: -2840.46420 Ha
**Lowest unoccupied orbital energy (spin up / spin down)**: -1.82 / -1.82 eV
**Energy relative to the best compared isomer or geometry (same formula, charge and spin)**: 76.0 kcal/mol
**HOMO-LUMO gap (spin up / spin down)**: 0.2788 / 0.2789 hartree
**HOMO (spin up / spin down)**: -9.41 / -9.41 eV